#i
Density functional theory data (ωB97M-V/def2-TZVPD) for 2 unconnected molecules or ions with the total composition C3H11N.

The calculation puts the HOMO-LUMO gap at 9.7 eV. As for the highest occupied orbital energy: -8.71 eV. The total charge is 0. The value obtained for the LUMO energy is 1.0 eV.

Geometry (Å):
1 H -1.950 -1.761 1.051
2 H 2.137 0.729 -0.989
3 H 4.505 -0.670 -1.781
4 C 3.002 1.207 -1.413
5 C -3.619 -0.398 0.704
6 H -2.809 -1.063 2.403
7 H 3.270 2.060 -0.557
8 N 4.187 0.216 -1.278
9 H 2.684 1.553 -2.493
10 C -2.299 -0.803 1.475
11 H 4.400 -0.128 -0.291
12 H -3.960 -1.135 -0.044
13 H -3.475 0.587 0.289
14 H -4.497 -0.359 1.425
15 H -1.575 -0.033 1.500

Atom charges from the natural (NBO) analysis, given in e for atoms 1 to 8:
1 H 0.21
2 H 0.18
3 H 0.38
4 C -0.40
5 C -0.61
6 H 0.21
7 H 0.20
8 N -0.93



#ii
Density functional theory data (ωB97M-V/def2-TZVPD) for 2 unconnected molecules or ions with the total composition C3H11N.

The calculation puts the HOMO-LUMO gap at 10.5 eV. As for the highest occupied orbital energy: -9.58 eV. The total charge is 0. The value obtained for the LUMO energy is 0.9 eV.

Geometry (Å):
1 H -3.092 -1.218 2.072
2 H 0.302 0.859 -1.208
3 H -2.690 -0.100 1.053
4 C 1.202 1.029 -1.773
5 H 2.870 -0.045 -2.601
6 H 1.355 -0.910 -2.826
7 H -0.716 0.482 2.128
8 C -1.296 -0.362 2.494
9 H 0.900 1.605 -2.644
10 H -0.797 -1.276 2.202
11 N -2.697 -0.278 2.055
12 C 1.911 -0.271 -2.141
13 H -1.229 -0.280 3.577
14 H 1.866 1.610 -1.140
15 H 2.110 -0.843 -1.247

Atom charges from the natural (NBO) analysis, given in e for atoms 1 to 8:
1 H 0.34
2 H 0.20
3 H 0.34
4 C -0.60
5 H 0.20
6 H 0.20
7 H 0.19
8 C -0.42



#ii comes first in stability; the runner-up is 41.1 kcal/mol higher.